[1]
This record from the Open Molecules 2025 dataset describes a 3-piece molecular cluster, C52H56F2N3O8P2 overall. The level of theory is ωB97M-V/def2-TZVPD.

## Properties
Charge = +1
Lowest unoccupied orbital energy = -3.242 eV
Gap between HOMO and LUMO = 0.29381 hartree
Highest occupied orbital energy = -11.237 eV
Energy = -99692.6775 eV
Energy above the lowest of the compared OMol25 structures with the same formula, charge and spin = 0.00 kJ/mol

Geometry (Å):
C 1.11 -1.25 0.22
N 0.60 0.06 0.70
C -0.86 0.17 0.75
C -1.50 1.45 0.21
C -1.31 1.83 -1.29
C 0.08 1.60 -1.91
C 0.32 0.25 -2.58
C 1.80 -0.03 -2.84
F 2.02 -0.17 -4.21
C -2.40 1.09 -2.09
C -3.81 1.65 -1.93
O -4.14 2.60 -2.62
C -4.74 1.04 -0.95
C -4.93 -0.33 -0.90
C -5.85 -0.87 -0.02
C -6.57 -0.03 0.82
C -6.37 1.34 0.78
C -5.47 1.88 -0.11
C -1.59 3.31 -1.29
P -1.73 4.47 -2.72
C -0.05 5.23 -2.59
C -1.55 3.52 -4.26
N -1.75 3.76 -0.10
C -2.15 5.15 0.21
N -3.56 5.34 -0.03
C -3.90 6.61 -0.68
C -1.48 2.77 1.03
C -2.70 2.89 1.98
C -3.02 1.70 2.87
F -3.74 0.74 2.16
C -0.21 3.40 1.69
P 0.90 2.73 2.97
O 1.22 3.79 3.94
O 0.16 1.47 3.63
O 2.19 2.11 2.27
H 1.39 -1.90 1.06
H 2.00 -1.11 -0.37
H 0.35 -1.78 -0.35
H 0.91 0.09 1.66
H -1.19 0.11 1.79
H -1.35 -0.67 0.26
H -2.55 1.17 0.24
H 0.85 1.77 -1.16
H 0.24 2.36 -2.68
H -0.12 -0.56 -1.99
H -0.17 0.21 -3.55
H 2.10 -0.97 -2.38
H 2.44 0.77 -2.47
H -2.40 0.05 -1.76
H -2.18 1.09 -3.16
H -4.38 -0.98 -1.57
H -6.02 -1.94 0.00
H -7.29 -0.46 1.50
H -6.95 1.98 1.43
H -5.33 2.96 -0.17
H -0.08 6.12 -1.96
H 0.27 5.50 -3.59
H 0.69 4.55 -2.17
H -1.53 4.30 -5.03
H -0.64 2.94 -4.37
H -2.43 2.91 -4.44
H -1.89 5.33 1.25
H -1.55 5.83 -0.38
H -4.05 5.29 0.86
H -3.36 6.69 -1.62
H -4.96 6.60 -0.93
H -3.72 7.49 -0.06
H -2.55 3.72 2.67
H -3.59 3.10 1.38
H -3.63 2.02 3.71
H -2.13 1.22 3.28
H 0.46 3.75 0.90
H -0.54 4.29 2.22
H 0.48 1.38 4.54
H 2.27 2.33 1.34
C -2.26 -9.82 2.32
C -0.99 -9.62 2.86
C -0.55 -8.34 3.16
C -1.38 -7.26 2.92
C -2.65 -7.45 2.36
C -3.09 -8.74 2.07
C -3.55 -6.31 2.06
O -4.65 -6.47 1.59
C -3.04 -4.93 2.36
C -3.84 -3.84 2.05
C -3.40 -2.56 2.32
C -2.16 -2.37 2.92
C -1.36 -3.45 3.23
C -1.79 -4.74 2.94
C -0.90 -5.89 3.26
O 0.18 -5.71 3.78
H -2.60 -10.82 2.09
H -0.34 -10.47 3.04
H 0.43 -8.17 3.58
H -4.07 -8.88 1.65
H -4.81 -4.01 1.59
H -4.02 -1.70 2.07
H -1.81 -1.37 3.14
H -0.39 -3.32 3.69
C 8.51 -1.78 1.71
C 9.68 -1.15 1.31
C 9.74 -0.51 0.08
C 8.64 -0.50 -0.75
C 7.46 -1.15 -0.36
C 7.40 -1.79 0.88
C 6.27 -1.19 -1.25
O 5.24 -1.73 -0.90
C 6.38 -0.53 -2.58
C 5.30 -0.60 -3.45
C 5.36 0.02 -4.68
C 6.50 0.72 -5.06
C 7.59 0.78 -4.20
C 7.53 0.15 -2.96
C 8.72 0.22 -2.06
O 9.72 0.83 -2.38
H 8.47 -2.28 2.67
H 10.55 -1.16 1.96
H 10.65 0.00 -0.24
H 6.49 -2.28 1.17
H 4.42 -1.15 -3.15
H 4.51 -0.04 -5.35
H 6.55 1.21 -6.02
H 8.49 1.31 -4.48

[2]
This record from the Open Molecules 2025 dataset describes one molecule with the formula C3H6N2O2. The level of theory is ωB97M-V/def2-TZVPD.

## Properties
Lowest unoccupied orbital energy = 0.971 eV
Structure (SMILES) = [H]/N=C/OCC(N)=O
Gap between HOMO and LUMO = 0.39934 hartree
Highest occupied orbital energy = -9.895 eV
Energy = -10283.5021 eV
Energy above the lowest of the compared OMol25 structures with the same formula, charge and spin = 124.99 kJ/mol

Geometry (Å):
H -1.92 -1.15 1.64
N -1.25 -0.53 1.19
C -0.10 -0.72 1.67
O 0.99 -0.05 1.27
C 0.79 0.80 0.15
C 0.55 -0.05 -1.11
N -0.38 0.47 -1.97
O 1.20 -1.04 -1.33
H 0.18 -1.43 2.45
H -0.02 1.51 0.34
H 1.73 1.34 0.02
H -0.61 -0.13 -2.75
H -1.15 0.98 -1.57

[3]
This record from the Open Molecules 2025 dataset describes a 6-piece molecular cluster, C6H24N2O5 overall in a non-equilibrium geometry. The level of theory is ωB97M-V/def2-TZVPD.

## Properties
Lowest unoccupied orbital energy = 0.171 eV
Structure (SMILES) = CN1CCC[C@H]1CN.O.O.O.O.O
Gap between HOMO and LUMO = 0.32972 hartree
Highest occupied orbital energy = -8.801 eV
Energy = -19824.3336 eV
Energy above the lowest of the compared OMol25 structures with the same formula, charge and spin = 488.93 kJ/mol

Geometry (Å):
C 0.89 -0.20 1.20
N 0.39 -0.17 -0.31
C -0.74 -1.10 -0.31
C -0.92 -1.45 -1.80
C 0.50 -1.29 -2.31
C 1.46 -0.68 -1.31
C 2.67 0.20 -1.74
N 2.12 1.64 -2.02
H 1.42 -1.08 1.27
H 0.03 -0.13 1.87
H 1.65 0.55 1.37
H -1.58 -0.76 0.12
H -0.28 -2.19 -0.02
H -1.50 -0.63 -2.39
H -1.27 -2.42 -2.01
H 0.78 -2.41 -2.67
H 0.61 -0.71 -3.17
H 1.82 -1.47 -0.74
H 3.12 -0.40 -2.51
H 3.41 0.46 -0.98
H 1.42 1.60 -2.73
H 1.76 1.99 -1.19
O -2.15 0.20 2.42
H -2.12 -0.60 3.03
H -1.32 0.03 2.09
O -1.91 3.29 2.67
H -2.80 3.24 2.38
H -1.94 2.34 2.57
O 1.57 2.94 1.40
H 1.40 3.84 1.86
H 1.60 2.33 2.21
O -1.94 1.44 -0.48
H -2.18 0.66 -0.75
H -1.89 2.00 -1.24
O -1.22 -4.12 1.32
H -1.94 -3.71 1.88
H -0.92 -3.24 1.01

[4]
This record from the Open Molecules 2025 dataset describes C43H33N3O3 as an isolated structure in a non-equilibrium geometry. The level of theory is ωB97M-V/def2-TZVPD.

## Properties
Lowest unoccupied orbital energy = -0.610 eV
Gap between HOMO and LUMO = 0.26304 hartree
Highest occupied orbital energy = -7.768 eV
Energy = -55733.7435 eV
Energy above the lowest of the compared OMol25 structures with the same formula, charge and spin = 13.14 kJ/mol

Geometry (Å):
O 2.36 -2.00 -1.38
C 3.58 -2.19 -1.80
C 3.98 -3.56 -1.95
C 5.31 -3.89 -1.94
C 6.28 -2.87 -1.93
N 7.66 -3.23 -2.12
O 8.53 -2.34 -2.25
O 7.93 -4.46 -2.16
C 5.92 -1.52 -1.96
C 4.58 -1.17 -2.00
H 3.21 -4.33 -1.97
H 5.65 -4.92 -1.98
H 6.74 -0.80 -2.00
H 4.27 -0.13 -2.10
C 2.57 6.27 4.06
C 3.72 5.55 3.70
C 3.65 4.18 3.44
C 2.44 3.47 3.60
N 2.41 2.05 3.50
C 2.56 1.25 4.69
C 1.42 0.89 5.41
C 1.54 0.20 6.62
C 2.80 -0.28 7.03
C 3.94 0.09 6.31
C 3.82 0.82 5.12
C 2.00 1.35 2.34
C 2.71 0.18 1.97
C 2.42 -0.47 0.79
C 1.40 -0.01 -0.08
C 1.09 -0.63 -1.39
C -0.34 -0.81 -1.70
C -0.78 -0.72 -3.04
C -2.13 -0.63 -3.35
C -3.10 -0.95 -2.38
N -4.46 -0.88 -2.71
C -5.42 -1.60 -1.93
C -6.61 -0.93 -1.56
C -7.59 -1.59 -0.81
C -7.44 -2.96 -0.55
C -6.31 -3.65 -1.04
C -5.21 -2.95 -1.57
C -4.91 -0.20 -3.91
C -5.27 -0.98 -5.03
C -5.87 -0.40 -6.15
C -6.07 0.99 -6.20
C -5.66 1.77 -5.10
C -4.99 1.20 -4.01
C -2.68 -1.11 -1.03
C -1.34 -0.99 -0.70
C 0.65 1.11 0.33
C 0.93 1.77 1.52
C 1.30 4.19 4.00
C 1.36 5.57 4.24
H 2.61 7.35 4.22
H 4.68 6.08 3.62
H 4.55 3.64 3.15
H 0.44 1.18 5.03
H 0.66 0.02 7.24
H 2.88 -0.92 7.91
H 4.93 -0.20 6.67
H 4.70 1.06 4.53
H 3.51 -0.20 2.62
H 2.99 -1.35 0.55
H 1.70 -0.38 -2.28
H -0.03 -0.68 -3.81
H -2.46 -0.31 -4.34
H -6.75 0.13 -1.82
H -8.48 -1.03 -0.47
H -8.21 -3.48 0.02
H -6.31 -4.76 -1.00
H -4.24 -3.46 -1.73
H -5.08 -2.06 -5.00
H -6.19 -1.04 -6.98
H -6.53 1.44 -7.07
H -5.88 2.85 -5.12
H -4.57 1.85 -3.22
H -3.44 -1.27 -0.26
H -1.07 -1.05 0.36
H -0.16 1.49 -0.32
H 0.31 2.60 1.85
H 0.36 3.65 4.16
H 0.47 6.10 4.59

[5]
This record from the Open Molecules 2025 dataset describes one molecule with the formula C6H12O in a non-equilibrium geometry. The level of theory is ωB97M-V/def2-TZVPD.

## Properties
Lowest unoccupied orbital energy = 1.199 eV
Structure (SMILES) = CC[C@H]1CCCO1
Gap between HOMO and LUMO = 0.40360 hartree
Highest occupied orbital energy = -9.784 eV
Energy = -8462.2259 eV
Energy above the lowest of the compared OMol25 structures with the same formula, charge and spin = 205.33 kJ/mol

Geometry (Å):
C 2.57 -0.33 0.27
C 1.50 0.44 -0.51
C 0.09 0.17 0.00
C -1.02 1.05 -0.54
C -2.22 0.24 -0.04
C -1.42 -1.16 0.63
O -0.31 -1.17 -0.25
H 2.54 -0.03 1.33
H 2.38 -1.40 0.21
H 3.57 -0.13 -0.12
H 1.69 1.52 -0.47
H 1.55 0.16 -1.57
H -0.22 0.20 1.10
H -0.93 2.06 -0.12
H -0.97 1.13 -1.63
H -2.75 -0.23 -0.88
H -2.96 0.87 0.50
H -0.96 -1.42 1.62
H -2.13 -1.96 0.46

[6]
This record from the Open Molecules 2025 dataset describes one molecule with the formula C10H15NOSSi in a non-equilibrium geometry. The level of theory is ωB97M-V/def2-TZVPD.

## Properties
Lowest unoccupied orbital energy = 0.702 eV
Structure (SMILES) = COc1ccc([Si@@]2(C)NCCS2)cc1
Gap between HOMO and LUMO = 0.33204 hartree
Highest occupied orbital energy = -8.333 eV
Energy = -32863.7791 eV
Energy above the lowest of the compared OMol25 structures with the same formula, charge and spin = 0.00 kJ/mol

Geometry (Å):
C -2.07 -4.44 -1.42
O -1.01 -3.70 -2.04
C -0.78 -2.29 -1.68
C 0.36 -1.61 -2.15
C 0.89 -0.49 -1.47
C 0.11 0.01 -0.44
Si 1.06 1.10 0.77
C 2.68 0.57 1.56
N 1.29 2.80 0.25
C 0.71 3.71 1.23
C -0.58 3.06 1.89
S -0.28 1.46 2.44
C -1.23 -0.44 -0.21
C -1.61 -1.64 -0.81
H -2.89 -3.83 -1.13
H -1.62 -5.03 -0.66
H -2.43 -5.11 -2.18
H 0.92 -2.02 -2.96
H 1.86 -0.03 -1.68
H 2.64 0.92 2.55
H 2.77 -0.50 1.51
H 3.48 1.07 1.03
H 0.77 2.96 -0.67
H 0.39 4.64 0.67
H 1.40 4.08 2.00
H -1.00 3.64 2.65
H -1.32 2.95 1.10
H -1.93 0.17 0.43
H -2.58 -2.00 -0.56